# 1
Here is an isolated molecule of C15H16ClN3O3S2 at a distorted geometry from the Open Molecules 2025 dataset. Energies are from ωB97M-V/def2-TZVPD.

Last column: Löwdin charge in e.
Positions of all 40 atoms, in Å:
1 O -0.6030 3.4641 -1.7935  0.11
2 C 0.1889 3.3293 -0.8917  -0.48
3 N 1.1703 4.2559 -0.6749  0.13
4 C 2.2121 4.2861 0.2150  -0.59
5 N 2.9575 5.3316 0.3251  0.05
6 C 3.9499 5.1479 1.2267  -0.25
7 C 3.9774 3.9307 1.8214  -0.39
8 S 2.6922 2.9368 1.2348  1.08
9 C 0.1436 2.1594 0.0457  -0.23
10 C 0.5528 0.9020 -0.3815  -0.01
11 C 0.4236 -0.1810 0.4637  -0.26
12 S 0.9215 -1.8150 -0.0885  0.68
13 O 1.6713 -1.6755 -1.3047  -0.27
14 O 1.5202 -2.5076 1.0130  -0.28
15 N -0.5859 -2.4825 -0.3578  -0.24
16 C -1.1983 -2.0491 -1.5956  -0.21
17 C -2.6895 -2.3743 -1.5635  -0.17
18 C -2.8936 -3.8685 -1.3275  -0.20
19 C -2.1769 -4.2857 -0.0456  -0.18
20 C -0.7010 -3.9106 -0.1379  -0.20
21 C -0.1167 -0.0449 1.7282  -0.03
22 C -0.5384 1.1993 2.1629  -0.07
23 C -0.4111 2.2938 1.3184  -0.63
24 Cl -0.9322 3.8485 1.8492  0.76
25 H 1.1309 5.0727 -1.2785  0.17
26 H 4.6343 5.9552 1.4103  0.10
27 H 4.6551 3.5540 2.5590  0.06
28 H 0.9865 0.7607 -1.3595  0.14
29 H -1.0389 -0.9731 -1.6837  0.11
30 H -0.7187 -2.5400 -2.4546  0.13
31 H -3.1551 -1.8105 -0.7536  0.12
32 H -3.1459 -2.0677 -2.5053  0.11
33 H -3.9585 -4.0949 -1.2556  0.11
34 H -2.4846 -4.4290 -2.1710  0.11
35 H -2.6233 -3.7701 0.8059  0.12
36 H -2.2676 -5.3609 0.1128  0.11
37 H -0.1689 -4.1324 0.7874  0.11
38 H -0.2255 -4.4686 -0.9583  0.13
39 H -0.1904 -0.9164 2.3580  0.12
40 H -0.9637 1.3300 3.1452  0.11

Atoms 1-3, force components in eV/Å:
-0.1 -0.1 -0.1
0.1 0.0 0.1
-0.3 0.4 -0.6

Properties
relative energy (zero: lowest compared OMol25 entry of this formula, charge and spin) = 2.04 kcal per mole
2S+1 = 1
E_HOMO = -0.32294 Ha
structure (SMILES) = O=C(Nc1nccs1)c1cc(S(=O)(=O)N2CCCCC2)ccc1Cl
lowest unoccupied orbital energy = 0.08 eV

***

# 2
Here is an isolated molecule of C7H11NOS at a distorted geometry from the Open Molecules 2025 dataset. Energies are from ωB97M-V/def2-TZVPD.

Last column: Löwdin charge in e.
Positions of all 21 atoms, in Å:
1 C -2.7740 -0.3376 1.0620  -0.11
2 S -1.1117 0.0015 -0.0878  0.83
3 C -1.9622 1.1977 -1.1118  -0.21
4 O -1.1092 -1.2110 -0.7738  -0.45
5 C 0.7752 0.5708 -0.4534  -0.20
6 C 1.0942 1.6820 0.2802  -0.34
7 N 0.9478 2.7117 0.8017  0.15
8 C 1.5913 -0.7150 -0.5604  -0.28
9 C 3.1180 -0.6180 -0.3211  -0.10
10 C 2.2602 -1.1852 0.7456  -0.14
11 H -2.9601 0.4842 1.7074  0.02
12 H -2.5756 -1.2603 1.5793  0.03
13 H -3.6420 -0.4608 0.3984  0.05
14 H -1.3639 1.4100 -2.0925  0.12
15 H -1.9187 2.0855 -0.4289  0.07
16 H -2.9721 1.0322 -1.2107  0.01
17 H 1.1436 -1.5645 -1.0405  0.11
18 H 3.5863 0.3725 -0.3640  0.11
19 H 3.7371 -1.3686 -0.8092  0.10
20 H 2.0340 -2.2539 0.9897  0.12
21 H 2.1019 -0.5730 1.6897  0.12

Atoms 1-3, force components in eV/Å:
1.0 0.2 -1.0
-1.8 3.4 1.0
3.8 2.6 0.2

Properties
relative energy (zero: lowest compared OMol25 entry of this formula, charge and spin) = 138.01 kcal per mole
2S+1 = 1
E_HOMO (spin up / spin down) = -0.28869 / -0.29201 Ha
structure (SMILES) = CS(C)(=O)=C(C#N)C1CC1
lowest unoccupied orbital energy (spin up / spin down) = -1.14 / -1.15 eV

***

# 3
Here is an isolated molecule of C5H7ClN2 at a distorted geometry from the Open Molecules 2025 dataset. Energies are from ωB97M-V/def2-TZVPD.

Last column: Löwdin charge in e.
Positions of all 15 atoms, in Å:
1 C 1.0191 -0.1660 -1.3143  -0.08
2 C 0.5691 -1.0746 -0.1247  -0.75
3 Cl 1.9677 -1.5124 0.8330  0.65
4 N -0.4219 -0.4744 0.7046  -0.09
5 C -0.3280 0.7237 1.2587  -0.16
6 C -1.4321 0.9947 2.0069  -0.16
7 N -2.3240 0.0119 1.8865  0.04
8 C -1.8495 -0.8738 1.1548  -0.10
9 H 0.6186 -0.4894 -2.2513  0.06
10 H 0.6422 0.7744 -0.8861  0.07
11 H 2.1049 -0.2493 -1.4675  0.07
12 H 0.1339 -2.0208 -0.5548  0.12
13 H 0.5345 1.3418 1.2843  0.12
14 H -1.7719 1.8826 2.5098  0.10
15 H -2.3553 -1.8095 1.0132  0.11

Atoms 1-3, force components in eV/Å:
0.2 -0.3 1.9
-0.9 -1.6 -2.0
0.8 -0.4 0.7

Properties
relative energy (zero: lowest compared OMol25 entry of this formula, charge and spin) = 31.39 kcal per mole
2S+1 = 1
E_HOMO = -0.32015 Ha
structure (SMILES) = C[C@@H](Cl)n1ccnc1
lowest unoccupied orbital energy = 0.85 eV

***

# 4
Here is a structure of composition C35H34F7N3OP2S2Y from the Open Molecules 2025 dataset. Energies are from ωB97M-V/def2-TZVPD.

Last column: Mulliken spin population.
Positions of all 85 atoms, in Å:
1 Y -0.0634 1.3930 -0.7122  0.00
2 C 1.4992 1.8311 2.3588  0.00
3 N 1.9736 1.4179 1.0192  0.00
4 C 2.8342 2.5076 0.4867  0.00
5 C 3.2401 2.2457 -0.9451  0.00
6 N 2.1170 2.3873 -1.8783  0.00
7 C 2.5237 1.7831 -3.1671  0.00
8 C 1.6526 3.7411 -2.0980  0.00
9 C 2.4119 4.8593 -1.7797  0.00
10 C 1.9147 6.1388 -1.9892  0.00
11 C 0.6497 6.3037 -2.5302  0.00
12 C -0.1144 5.1926 -2.8552  0.00
13 C 0.3628 3.9013 -2.6477  0.00
14 S -0.6495 2.5109 -3.0698  0.00
15 C 2.7561 0.1782 1.1241  0.00
16 C 3.7335 0.0686 2.1112  0.00
17 C 4.5124 -1.0668 2.2419  0.00
18 C 4.3261 -2.1211 1.3569  0.00
19 C 3.3689 -2.0168 0.3664  0.00
20 C 2.5652 -0.8747 0.2256  -0.01
21 S 1.4005 -0.8680 -1.0856  0.02
22 H 0.8839 1.0429 2.7864  0.00
23 H 0.9122 2.7381 2.2730  0.00
24 H 2.3303 2.0402 3.0361  0.00
25 H 3.7305 2.6091 1.1089  0.00
26 H 2.2718 3.4403 0.5601  0.00
27 H 3.5905 1.2171 -1.0337  0.00
28 H 4.0835 2.8855 -1.2249  0.00
29 H 3.4407 2.2666 -3.5240  0.00
30 H 1.7358 1.9114 -3.9020  0.00
31 H 2.6983 0.7188 -3.0209  0.00
32 H 3.4000 4.7485 -1.3546  0.00
33 H 2.5167 6.9984 -1.7253  0.00
34 H 0.2488 7.2965 -2.6892  0.00
35 H -1.1099 5.3116 -3.2617  0.00
36 H 3.9025 0.8880 2.7970  0.00
37 H 5.2616 -1.1211 3.0207  0.00
38 H 4.9279 -3.0180 1.4346  0.00
39 H 3.2187 -2.8266 -0.3373  0.00
40 O -1.1067 -0.4953 -2.5575  0.01
41 N -1.4914 -1.6969 -1.9618  0.09
42 C -1.1021 -2.7992 -2.6886  0.53
43 C -1.1512 -3.9836 -1.9370  -0.01
44 C -0.9048 -5.2973 -2.3760  0.11
45 C -1.0086 -6.3317 -1.4751  -0.07
46 C -1.3402 -6.0909 -0.1343  0.16
47 C -1.5638 -4.7968 0.3081  -0.08
48 C -1.4839 -3.7369 -0.5862  0.13
49 P -1.7270 -1.9651 -0.2477  0.03
50 C -3.5068 -1.8365 0.0733  0.03
51 C -4.3288 -1.0852 -0.7596  0.01
52 C -5.6907 -1.0090 -0.5146  -0.01
53 C -6.2403 -1.6814 0.5670  0.00
54 C -5.4273 -2.4355 1.4004  0.00
55 C -4.0645 -2.5158 1.1530  0.01
56 C -0.8609 -1.8348 1.3599  0.02
57 C 0.2839 -2.5842 1.6134  0.00
58 C 0.8966 -2.5234 2.8563  0.00
59 C 0.3552 -1.7309 3.8593  0.00
60 C -0.7888 -0.9834 3.6122  0.00
61 C -1.3881 -1.0206 2.3622  0.00
62 H -1.9238 -0.0049 -2.7329  0.00
63 H -0.7840 -2.6529 -3.7070  0.01
64 H -0.6397 -5.4830 -3.4093  0.01
65 H -0.8253 -7.3476 -1.8011  0.00
66 H -1.4094 -6.9183 0.5591  0.01
67 H -1.7811 -4.6199 1.3545  0.01
68 H -3.9076 -0.5476 -1.5987  0.00
69 H -6.3211 -0.4162 -1.1641  0.00
70 H -7.3025 -1.6135 0.7632  0.00
71 H -5.8523 -2.9593 2.2464  0.00
72 H -3.4343 -3.0985 1.8127  0.00
73 H 0.7123 -3.1952 0.8292  0.00
74 H 1.8054 -3.0844 3.0300  0.00
75 H 0.8305 -1.6883 4.8312  0.00
76 H -1.2101 -0.3570 4.3882  0.00
77 H -2.2635 -0.4157 2.1698  0.00
78 F -1.6904 -0.0604 -0.2093  0.01
79 F -0.1867 3.5652 0.2611  0.00
80 P -1.6919 3.5194 1.0707  0.00
81 F -2.0174 4.9617 0.5413  0.00
82 F -1.2270 1.9600 1.4742  0.00
83 F -3.0669 3.3243 1.8137  0.00
84 F -2.2719 2.8459 -0.2936  0.00
85 F -0.9595 4.0606 2.3683  0.00

Atoms 1-3, force components in eV/Å:
0.4 -0.2 -0.3
0.0 0.0 0.0
0.0 0.0 0.0

Properties
relative energy (zero: lowest compared OMol25 entry of this formula, charge and spin) = 0.00 kcal per mole
2S+1 = 2
expectation value of S² = 0.775
E_HOMO (spin up / spin down) = -0.25511 / -0.27695 Ha
lowest unoccupied orbital energy (spin up / spin down) = 0.39 / -0.75 eV

***

# 5
Here is an isolated molecule of C3H3N3O at a distorted geometry from the Open Molecules 2025 dataset. Energies are from ωB97M-V/def2-TZVPD.

Last column: Löwdin charge in e.
Positions of all 10 atoms, in Å:
1 N 1.4070 0.3772 1.3785  0.19
2 C 0.2480 0.2720 1.4288  -0.31
3 N -0.9570 -0.2523 1.1894  0.01
4 N -1.0219 -1.0771 0.0439  0.07
5 C -0.1276 -0.8261 -0.8301  -0.09
6 C 0.6554 0.4731 -0.9466  -0.29
7 O 0.0495 1.5118 -0.8281  0.05
8 H -1.8120 0.2273 1.4177  0.14
9 H -0.0581 -1.5283 -1.6584  0.11
10 H 1.7023 0.4354 -1.2830  0.12

Atoms 1-3, force components in eV/Å:
-0.8 0.3 0.9
1.0 -0.5 0.3
0.2 0.1 0.0

Properties
relative energy (zero: lowest compared OMol25 entry of this formula, charge and spin) = 79.37 kcal per mole
2S+1 = 1
E_HOMO = -0.36498 Ha
structure (SMILES) = N#CN/N=C\C=O
lowest unoccupied orbital energy = -0.31 eV

***

# 6
Here is an isolated molecule of C2H2Cl2OS at a distorted geometry from the Open Molecules 2025 dataset. Energies are from ωB97M-V/def2-TZVPD.

Last column: Löwdin charge in e.
Positions of all 8 atoms, in Å:
1 O -0.4368 -0.0518 1.5792  0.00
2 C -0.5030 -0.1898 0.2382  -1.04
3 S -1.7703 -0.7101 -0.6362  0.77
4 C 0.7056 0.2318 -0.5454  -1.31
5 Cl 1.8020 -0.9592 -0.2474  0.76
6 Cl 1.1608 1.8978 -0.2878  0.63
7 H -1.2793 -0.6015 1.5947  0.10
8 H 0.3211 0.3828 -1.6954  0.10

Atoms 1-3, force components in eV/Å:
-1.9 -1.8 -2.1
0.4 1.6 -0.9
-0.3 -0.3 0.7

Properties
relative energy (zero: lowest compared OMol25 entry of this formula, charge and spin) = 28.91 kcal per mole
2S+1 = 1
E_HOMO = -0.35427 Ha
structure (SMILES) = OC(=S)C(Cl)Cl
lowest unoccupied orbital energy = -0.32 eV